{"formula": "C48H38Cl14N4O2", "method": "ωB97M-V/def2-TZVPD", "species": ["C", "C", "O", "C", "C", "O", "C", "N", "N", "C", "N", "N", "H", "H", "H", "H", "H", "H", "H", "H", "H", "H", "Cl", "C", "C", "C", "C", "C", "C", "Cl", "H", "H", "H", "H", "Cl", "C", "C", "C", "C", "C", "C", "Cl", "H", "H", "H", "H", "Cl", "C", "C", "C", "C", "C", "C", "Cl", "H", "H", "H", "H", "Cl", "C", "C", "C", "C", "C", "C", "Cl", "H", "H", "H", "H", "Cl", "C", "C", "C", "C", "C", "C", "Cl", "H", "H", "H", "H", "Cl", "C", "C", "C", "C", "C", "C", "Cl", "H", "H", "H", "H", "Cl", "C", "C", "C", "C", "C", "C", "Cl", "H", "H", "H", "H"], "xyz": [[1.19560, -0.26635, 0.04541], [1.25795, 1.09759, -0.62519], [0.01702, 1.77347, -0.80002], [-1.10646, 1.27470, -0.11687], [-2.21131, 2.29086, -0.38941], [-3.37085, 2.04323, 0.42895], [-3.96546, 0.86252, 0.15112], [-4.63566, 0.78316, -1.00296], [-5.19194, -0.36995, -1.28273], [-5.04632, -1.34843, -0.38276], [-4.41850, -1.25020, 0.78514], [-3.84949, -0.09864, 1.06718], [0.84226, -0.22056, 1.07963], [0.57284, -0.96757, -0.51730], [2.20042, -0.69675, 0.08618], [1.67294, 0.95144, -1.62947], [1.97446, 1.73272, -0.09623], [-1.40208, 0.30581, -0.54011], [-0.97546, 1.20958, 0.96777], [-1.85150, 3.27455, -0.08595], [-2.48771, 2.32098, -1.44517], [-5.47852, -2.30741, -0.63876], [4.99745, 2.16215, 3.71636], [5.14766, 3.22230, 2.35882], [5.57400, 4.52556, 2.56819], [5.70788, 5.39382, 1.49712], [5.41612, 4.96129, 0.21117], [4.98825, 3.66156, 0.00069], [4.85279, 2.79118, 1.07235], [4.30701, 1.17544, 0.76874], [5.80093, 4.85527, 3.57233], [6.04211, 6.40829, 1.66764], [5.52482, 5.63230, -0.63001], [4.76144, 3.32112, -0.99989], [-1.82036, -2.86564, -0.88610], [-2.62271, -3.84788, -2.06405], [-2.35425, -3.63763, -3.40874], [-2.98718, -4.40653, -4.37082], [-3.89245, -5.38819, -3.99078], [-4.16390, -5.59791, -2.64936], [-3.52899, -4.82991, -1.68367], [-3.89964, -5.10366, -0.01880], [-1.65017, -2.86975, -3.69722], [-2.77429, -4.23728, -5.41746], [-4.38884, -5.99113, -4.73880], [-4.86961, -6.35856, -2.34502], [6.95260, 2.79337, -2.90773], [8.01132, 1.68024, -2.11329], [7.47756, 0.78985, -1.19280], [8.30051, -0.11133, -0.53935], [9.66276, -0.12534, -0.80702], [10.19766, 0.76416, -1.72377], [9.37422, 1.66971, -2.37746], [10.07677, 2.77228, -3.50972], [6.41624, 0.80589, -0.98902], [7.87683, -0.80130, 0.17806], [10.31040, -0.82872, -0.30153], [11.25768, 0.76060, -1.93563], [7.29418, 6.78101, -2.66941], [5.79875, 7.41850, -3.25914], [5.44882, 8.72189, -2.93585], [4.25911, 9.25682, -3.40001], [3.41479, 8.48942, -4.19101], [3.76082, 7.18813, -4.51291], [4.95173, 6.64983, -4.04714], [5.35457, 5.02051, -4.45889], [6.11236, 9.31367, -2.32094], [3.99203, 10.27306, -3.14423], [2.48559, 8.90361, -4.55772], [3.10792, 6.58344, -5.12648], [3.24792, -4.31858, 1.88010], [2.41660, -3.48849, 3.14902], [1.34934, -4.11657, 3.77685], [0.66523, -3.47374, 4.79501], [1.04731, -2.19901, 5.18913], [2.10365, -1.56688, 4.55733], [2.79042, -2.20939, 3.53683], [4.08352, -1.35910, 2.76755], [1.05699, -5.10886, 3.46283], [-0.16703, -3.96394, 5.27920], [0.51638, -1.69282, 5.98420], [2.40186, -0.56952, 4.85078], [-3.72138, -6.28136, 6.62515], [-4.21871, -5.03762, 5.53022], [-5.41203, -4.37309, 5.76977], [-5.82922, -3.36820, 4.91317], [-5.05402, -3.02393, 3.81455], [-3.86396, -3.68796, 3.56965], [-3.44620, -4.69675, 4.42691], [-1.95403, -5.51050, 4.10191], [-6.00932, -4.64515, 6.62881], [-6.76014, -2.85190, 5.10512], [-5.36984, -2.23655, 3.14511], [-3.25784, -3.42035, 2.71430], [-8.96616, -4.01354, 0.83168], [-9.39757, -3.00842, -0.50714], [-10.57152, -2.27167, -0.44327], [-10.93463, -1.45153, -1.49804], [-10.12342, -1.36322, -2.62120], [-8.95294, -2.09916, -2.68863], [-8.59083, -2.92384, -1.63396], [-7.12171, -3.83052, -1.75170], [-11.19685, -2.34302, 0.43550], [-11.85073, -0.87966, -1.44151], [-10.40061, -0.72019, -3.44516], [-8.31408, -2.03529, -3.55818]], "forces_ev_per_angstrom": [[0.01, -0.14, 0.12], [0.39, -0.46, -0.25], [-0.01, 0.12, 0.13], [-0.38, 0.30, -0.39], [0.29, 0.37, 0.14], [-0.04, -0.64, -0.07], [0.07, 0.36, -0.01], [0.09, -0.26, 0.20], [0.16, -0.07, 0.32], [0.00, 0.00, -0.17], [-0.04, 0.27, -0.11], [-0.17, 0.02, -0.19], [-0.03, 0.02, -0.12], [0.02, 0.07, 0.08], [-0.06, 0.10, -0.07], [-0.05, 0.10, 0.02], [-0.42, 0.13, 0.07], [0.04, -0.12, 0.32], [0.10, -0.15, -0.05], [-0.11, -0.05, -0.08], [-0.02, -0.06, 0.04], [0.03, 0.10, 0.12], [-0.01, -0.03, -0.02], [0.02, 0.01, 0.09], [0.03, 0.09, -0.05], [-0.02, -0.04, -0.04], [0.00, 0.02, 0.06], [-0.02, 0.08, -0.05], [-0.01, 0.02, -0.16], [0.27, 0.11, 0.10], [-0.01, -0.06, 0.03], [0.01, 0.00, 0.01], [0.01, -0.02, -0.02], [-0.01, -0.07, 0.02], [0.01, 0.00, 0.02], [0.02, 0.08, -0.05], [-0.02, -0.02, -0.09], [-0.04, -0.04, 0.03], [0.04, 0.05, 0.00], [0.00, -0.03, -0.10], [-0.07, 0.00, 0.06], [-0.02, 0.02, 0.06], [0.01, 0.02, 0.06], [0.01, 0.01, 0.00], [-0.01, 0.00, 0.01], [0.01, 0.01, 0.07], [0.16, -0.07, 0.06], [-0.10, -0.02, 0.02], [0.01, -0.06, 0.05], [0.06, 0.01, -0.01], [-0.06, 0.02, 0.00], [0.00, -0.08, 0.07], [0.09, 0.01, -0.01], [-0.02, 0.01, -0.01], [-0.01, 0.04, -0.04], [-0.02, 0.01, 0.00], [0.01, 0.01, 0.00], [-0.01, 0.05, -0.04], [0.00, -0.02, -0.01], [0.07, 0.05, 0.05], [-0.07, 0.07, -0.01], [-0.03, -0.04, -0.03], [0.05, 0.02, 0.03], [-0.06, 0.08, 0.00], [-0.05, -0.05, -0.02], [-0.10, 0.11, -0.10], [0.05, -0.05, 0.00], [0.01, 0.00, 0.01], [-0.01, -0.01, 0.00], [0.04, -0.05, 0.00], [0.02, 0.02, -0.02], [-0.07, -0.07, -0.03], [-0.06, 0.03, 0.09], [0.08, 0.10, 0.07], [-0.01, -0.03, -0.04], [-0.07, 0.01, 0.09], [0.00, 0.14, 0.05], [0.01, -0.21, 0.03], [0.04, -0.01, -0.05], [0.06, 0.00, -0.02], [0.01, 0.01, 0.00], [0.05, 0.00, -0.05], [0.02, -0.01, -0.01], [-0.03, -0.03, 0.05], [-0.08, 0.08, -0.02], [0.05, -0.01, -0.03], [-0.05, 0.00, 0.04], [-0.02, 0.04, -0.02], [0.01, 0.07, -0.04], [-0.13, -0.16, -0.09], [0.04, -0.05, 0.02], [0.00, -0.01, 0.01], [0.04, -0.01, -0.05], [0.02, -0.03, -0.01], [0.03, 0.00, -0.01], [-0.04, -0.01, 0.09], [-0.06, 0.07, -0.05], [0.05, -0.01, -0.04], [-0.03, -0.02, 0.05], [-0.06, 0.06, -0.05], [0.05, 0.04, -0.05], [-0.05, -0.17, -0.09], [0.04, -0.04, 0.03], [0.00, 0.00, 0.01], [0.01, 0.00, -0.01], [0.05, -0.03, 0.03]], "smiles": "CCOCCOc1nncnn1.Clc1ccccc1Cl.Clc1ccccc1Cl.Clc1ccccc1Cl.Clc1ccccc1Cl.Clc1ccccc1Cl.Clc1ccccc1Cl.Clc1ccccc1Cl", "e_homo_ev": -9.042, "orbital_gap_ev": 8.28, "total_charge": 0, "e_tot_ev": -235760.4181}